1.
Computed, not measured: 7 unconnected molecules or ions with the total composition H14O7, with ωB97M-V/def2-TZVPD.

Output
gap between HOMO and LUMO = 11.229 eV
structure (SMILES) = O.O.O.O.O.O.O
LUMO level = 0.27 eV
energy above the lowest of the compared OMol25 structures with the same formula, charge and spin = 104.92 kJ/mol

Cartesian coordinates (Å):
O 0.53 0.53 -2.19
H 1.16 0.99 -1.60
H -0.28 0.74 -1.61
O 0.04 -1.63 1.33
H 0.44 -2.30 1.88
H 0.58 -1.70 0.50
O -2.77 -1.15 0.52
H -1.90 -1.51 0.81
H -2.90 -1.47 -0.53
O 2.34 1.74 -0.14
H 2.77 2.70 -0.03
H 1.75 1.51 0.66
O 1.19 -1.77 -1.12
H 1.10 -0.86 -1.60
H 0.99 -2.43 -1.87
O -1.57 1.29 -0.15
H -2.06 0.46 0.16
H -2.29 1.96 -0.24
O 0.35 1.05 1.81
H -0.34 1.38 1.21
H 0.16 0.10 1.79

Results of the Mulliken charge analysis, in e, for atoms 1 through 4:
1. O -0.756
2. H 0.378
3. H 0.403
4. O -0.740



2.
Computed, not measured: a molecular structure, C56H43Br5ILuN7O4P2, with ωB97M-V/def2-TZVPD.

Output
gap between HOMO and LUMO = 6.736 eV
LUMO level = 1.29 eV
net charge = -1

Cartesian coordinates (Å):
Lu 1.19 0.15 -1.77
Br -0.52 -1.37 -8.55
C 0.05 -0.43 -7.02
C -0.28 0.88 -6.85
Br -1.12 1.82 -8.24
C 0.03 1.56 -5.64
Br -0.25 3.46 -5.52
C 0.46 0.86 -4.53
O 0.54 1.36 -3.33
C 0.78 -0.53 -4.74
O 1.23 -1.08 -3.64
C 0.67 -1.17 -6.03
Br 1.23 -2.99 -6.19
O 2.99 1.49 -2.64
C 2.77 2.96 -2.60
C 2.02 3.31 -1.32
C 2.03 4.58 -0.76
C 1.33 4.83 0.41
C 0.64 3.79 1.03
C 0.61 2.61 0.40
N 1.29 2.36 -0.76
H 3.93 1.27 -2.64
H 2.08 3.22 -3.47
H 3.72 3.46 -2.72
H 2.57 5.40 -1.24
H 1.35 5.78 0.88
H 0.01 3.87 1.87
H 0.12 1.76 0.78
O -1.74 0.58 1.56
C -1.61 0.74 2.98
C -2.22 1.78 3.56
C -2.01 2.00 4.89
C -1.36 1.08 5.66
C -0.71 0.03 5.01
C -0.85 -0.17 3.68
P -0.04 -1.55 2.78
C 1.67 -0.87 2.84
C 2.73 -1.83 2.80
C 4.00 -1.29 2.65
C 4.25 0.02 2.30
C 3.20 0.91 2.21
C 1.94 0.47 2.63
C -0.26 -2.84 4.03
C 0.70 -3.32 4.88
C 0.38 -4.34 5.86
C -0.95 -4.64 6.04
C -1.91 -4.17 5.14
C -1.59 -3.24 4.17
C -2.89 0.01 1.19
C -3.84 -0.58 2.05
C -4.86 -1.32 1.47
C -5.03 -1.31 0.10
C -4.22 -0.56 -0.71
C -3.14 0.12 -0.20
P -1.93 0.92 -1.30
C -2.33 2.69 -1.03
C -3.14 3.16 0.03
C -3.22 4.56 0.26
C -2.48 5.45 -0.51
C -1.74 4.98 -1.58
C -1.58 3.62 -1.81
C -2.58 0.55 -2.96
C -3.47 1.38 -3.61
C -3.87 1.21 -4.92
C -3.41 0.10 -5.63
C -2.55 -0.81 -4.98
C -2.09 -0.53 -3.67
H -2.80 2.50 2.98
H -2.29 2.97 5.23
H -0.96 1.23 6.69
H -0.17 -0.73 5.62
H 2.67 -2.91 2.79
H 4.85 -1.90 2.72
H 5.30 0.33 2.07
H 3.45 1.99 2.01
H 1.09 1.19 2.71
H 1.76 -2.97 4.87
H 1.20 -4.76 6.41
H -1.33 -5.41 6.68
H -2.94 -4.49 5.25
H -2.33 -2.92 3.48
H -3.74 -0.63 3.15
H -5.59 -1.84 2.11
H -5.87 -1.80 -0.33
H -4.42 -0.50 -1.77
H -3.66 2.45 0.67
H -3.66 4.94 1.13
H -2.43 6.50 -0.27
H -1.16 5.63 -2.19
H -0.94 3.31 -2.63
H -3.67 2.31 -3.07
H -4.54 1.85 -5.47
H -3.64 -0.10 -6.67
H -2.17 -1.70 -5.45
H -1.27 -1.12 -3.23
N 4.94 0.23 -1.01
C 4.45 -0.98 -0.68
N 5.29 -1.87 -0.28
C 4.80 -3.01 0.18
N 5.53 -3.80 0.95
N 3.54 -3.43 0.00
C 2.73 -2.49 -0.42
N 3.13 -1.24 -0.81
C 1.30 -2.84 -0.32
C 0.98 -3.96 0.45
C -0.36 -4.27 0.58
C -1.32 -3.64 -0.18
C -0.90 -2.54 -0.91
N 0.36 -2.09 -0.94
H 5.91 0.36 -0.84
H 4.42 1.05 -0.70
H 6.36 -3.44 1.37
H 5.02 -4.44 1.54
H 1.69 -4.60 0.95
H -0.71 -5.04 1.24
H -2.39 -3.85 -0.10
H -1.61 -1.93 -1.42
Br 3.81 -5.35 3.39
I 5.60 3.54 -0.54

Results of the Mulliken charge analysis, in e, for atoms 1 through 4:
1. Lu 1.968
2. Br -0.145
3. C 0.409
4. C 0.305



no.,highest occupied orbital energy (eV),strongest force on any atom (eV Å⁻¹)
1,-10.96,4.559
2,-5.44,3.252